The following is a DFT calculation (ωB97M-V/def2-TZVPD) of 6 unconnected molecules or ions with the total composition C3H15NO4 in a non-equilibrium geometry.

Each line ends with the Löwdin charge.
Geometry (Å):
O1 1.980314 -0.024389 1.887517  -0.262
O2 0.420353 0.186911 -2.254477  -0.280
O3 -3.227222 -0.957343 0.455227  -0.326
O4 2.626662 -0.502919 -0.521817  -0.043
N1 0.654909 1.201039 -0.014087  0.253
C1 -0.239427 -1.086862 0.247543  0.021
C2 -1.749516 0.985279 -0.062098  -0.001
C3 -0.478611 0.487608 0.539597  -0.355
H1 0.492884 -1.527523 0.907636  0.077
H2 0.327272 0.429106 -3.178076  -0.003
H3 -1.247307 -1.522654 0.314565  0.064
H4 -2.173501 -0.452188 -1.385897  0.344
H5 -0.475960 0.660674 1.631960  0.173
H6 -2.101527 0.072016 -0.711217  0.007
H7 0.062969 -1.123541 -0.797300  0.052
H8 0.732303 0.936237 -1.098435  0.051
H9 1.391335 1.044094 0.707058  0.073
H10 -2.528408 1.114140 0.665036  0.100
H11 -1.574108 1.825243 -0.755385  0.125
H12 2.560200 -0.195475 0.419946  -0.018
H13 2.651969 -0.114049 2.571946  0.000
H14 -4.183349 -1.111128 0.475660  -0.039
H15 1.916687 -0.358676 -1.162799  -0.013

Forces on atoms 1 to 3 (eV/Å):
0.01 0.11 -0.46
-0.20 -0.33 1.00
-0.01 -0.11 -1.01

The energy relative to the best compared isomer or geometry (same formula, charge and spin) comes out at 336.6 kcal per mole. As for the LUMO energy: -5.12 eV. The value obtained for the HOMO energy is -9.459 eV. The calculation puts the molar mass at 129.2 g mol⁻¹. Its spin multiplicity is 1. The value obtained for the HOMO-LUMO gap is 0.1594 hartree. Its net charge is 0.